C39H33F6IN3O4P2PtS2 as an isolated structure at a distorted geometry. Source: OMol25; level of theory: ωB97M-V/def2-TZVPD.

```
91
Properties=species:S:1:pos:R:3:forces:R:3:mulliken_charge:R:1
Pt -0.77705 -0.00380 0.85184 0.9198 1.2202 0.4414 3.89
F -0.58734 0.26266 6.08818 -0.0072 -0.0257 -0.0127 -0.19
C -0.94258 -0.92087 5.59570 0.2591 0.1740 -0.0580 0.53
F -2.00623 -1.36882 6.23275 -0.0419 0.0014 -0.0424 -0.17
F 0.05961 -1.77357 5.73138 0.0169 -0.0199 -0.0372 -0.18
S -1.35008 -0.67360 3.81086 -1.0762 -0.1472 -0.1717 0.92
O -2.39867 0.29440 3.71385 -0.0364 0.0302 0.4103 -0.67
O -0.11823 -0.26709 3.12549 0.1670 0.4518 -0.4151 -0.65
N -1.73882 -2.13429 3.43443 0.0998 -0.1299 0.4241 -0.50
S -2.08894 -2.51651 1.96399 -0.6114 -0.1783 -0.0130 0.70
O -0.97538 -2.94704 1.17832 0.2616 -0.4893 -0.0848 -0.57
O -2.96577 -1.54906 1.31503 0.1223 0.1097 0.0753 -0.65
C -3.10612 -4.03430 2.27231 -0.0325 0.1173 -0.1419 0.36
F -2.31292 -5.04007 2.60751 0.0137 0.0061 0.0224 -0.19
F -3.74064 -4.33403 1.13580 0.0709 0.0035 0.0373 -0.19
F -3.99619 -3.83129 3.22617 -0.0332 0.0488 0.0009 -0.19
C 2.15410 -0.60104 -0.81973 -0.0787 0.1233 -0.0797 -2.02
N 1.85334 0.31732 -1.89157 -0.0522 -0.2453 0.0576 1.84
C 0.49615 0.38692 -2.39143 -0.1531 0.3064 0.1089 -1.99
P -0.87226 -0.24079 -1.33120 -0.3433 -0.1358 -0.7805 0.91
C -1.07415 -1.97794 -1.81123 0.1901 0.0269 -0.0186 0.95
C -0.03600 -2.64448 -2.46610 -0.0926 0.0132 -0.0442 -1.08
C -0.16062 -3.98418 -2.80335 -0.0113 0.0578 0.0228 -0.85
C -1.33141 -4.66331 -2.50998 0.0185 -0.0144 -0.0061 -0.93
C -2.37606 -4.00254 -1.88053 -0.0391 -0.0357 -0.0182 -0.85
C -2.24672 -2.67458 -1.51725 -0.0028 0.0507 0.0457 -0.41
C -2.23807 0.68713 -2.09594 -0.0452 -0.1885 -0.0827 1.19
C -3.17823 0.06820 -2.91827 -0.0206 0.0488 0.0806 -0.88
C -4.16317 0.82312 -3.54129 -0.0189 -0.0267 0.0082 -0.79
C -4.21328 2.19381 -3.35924 0.0254 0.0297 0.0136 -0.73
C -3.26180 2.82148 -2.56428 -0.0158 0.0036 0.0211 -0.81
C -2.28215 2.07338 -1.93913 0.1473 0.0743 -0.0176 -0.60
C 2.86126 0.56430 -2.86464 -0.0456 -0.0223 -0.0840 -0.09
C 3.75262 -0.42616 -3.26115 0.0026 0.0294 0.0286 -0.13
C 4.72882 -0.14103 -4.20442 0.0345 -0.0058 -0.0314 -0.98
C 4.80925 1.12117 -4.76962 0.0117 0.0100 -0.0052 -0.47
C 3.90759 2.10463 -4.38648 0.0073 0.0094 -0.0234 -0.83
C 2.94079 1.83240 -3.43405 -0.0023 -0.0541 -0.0137 -0.28
P 1.45250 -0.02404 0.76506 0.3540 -0.6332 -0.1263 0.97
C 2.29283 -1.14552 1.90702 -0.0671 0.2282 0.1736 1.08
C 3.24000 -0.65261 2.80197 0.0015 -0.0445 -0.0412 -0.60
C 3.90866 -1.52662 3.64527 0.0043 0.0079 0.0152 -0.90
C 3.63094 -2.88399 3.60184 0.0134 -0.0028 0.0016 -0.65
C 2.68492 -3.37234 2.71133 0.0395 -0.0431 0.0460 -0.89
C 2.01164 -2.50850 1.86653 -0.0652 -0.0108 -0.1253 -0.44
C 2.06150 1.64317 1.08497 -0.0288 -0.0249 0.0027 0.43
C 3.04463 2.23076 0.29268 0.0572 -0.0453 -0.0066 -0.63
C 3.52211 3.49404 0.60840 -0.0051 0.0114 0.0138 -0.75
C 3.02779 4.17160 1.71190 0.0128 0.0051 0.0162 -0.71
C 2.04844 3.58861 2.50530 0.0176 0.0164 -0.0146 -0.60
C 1.56307 2.32993 2.19370 -0.0175 0.0156 0.0098 -1.00
H 3.23443 -0.69777 -0.70575 -0.0290 0.1253 0.0714 1.16
H 1.75954 -1.62045 -0.93744 0.1230 -0.0114 -0.0333 0.41
H 0.35414 -0.13884 -3.34761 0.0500 0.0309 0.0318 0.58
H 0.21569 1.42820 -2.57893 0.0497 -0.0520 0.0333 0.73
H 0.87119 -2.12807 -2.74675 0.0274 0.0134 -0.0110 0.19
H 0.65275 -4.48795 -3.30684 0.0161 -0.0079 -0.0095 0.49
H -1.43134 -5.70656 -2.77507 -0.0176 -0.0242 -0.0183 0.42
H -3.29687 -4.52713 -1.66638 -0.0047 -0.0074 0.0452 0.50
H -3.05761 -2.18973 -0.99223 -0.0078 0.0458 0.0132 0.70
H -3.14963 -0.99690 -3.08707 0.0212 -0.0390 -0.0062 0.41
H -4.88898 0.33181 -4.17445 -0.0093 -0.0094 -0.0076 0.46
H -4.98126 2.77779 -3.84639 -0.0325 0.0187 -0.0087 0.44
H -3.28260 3.89475 -2.43008 -0.0027 0.0125 -0.0122 0.48
H -1.53596 2.58183 -1.33956 -0.0173 -0.0448 0.0282 0.46
H 3.68750 -1.42136 -2.84019 0.0002 -0.0320 0.0212 0.43
H 5.41991 -0.91554 -4.50706 0.0262 -0.0142 0.0011 0.42
H 5.57127 1.33984 -5.50378 0.0151 0.0013 -0.0296 0.41
H 3.96481 3.09268 -4.82213 0.0085 0.0212 -0.0124 0.40
H 2.25073 2.60385 -3.11818 -0.0215 0.0342 0.0265 0.41
H 3.46223 0.40427 2.84606 -0.0115 0.0355 0.0046 0.43
H 4.64119 -1.14126 4.34123 0.0166 -0.0043 0.0071 0.45
H 4.15098 -3.56297 4.26365 0.0004 -0.0114 0.0191 0.43
H 2.45935 -4.42904 2.68395 -0.0034 -0.0368 -0.0081 0.47
H 1.25081 -2.89617 1.20254 -0.0030 0.0249 0.0080 0.29
H 3.44766 1.72020 -0.57020 -0.0090 -0.0138 0.0092 0.24
H 4.28696 3.94396 -0.00888 0.0272 0.0127 -0.0170 0.48
H 3.41479 5.14946 1.96246 -0.0084 0.0421 -0.0064 0.43
H 1.66648 4.11180 3.37110 -0.0025 0.0082 0.0313 0.50
H 0.81116 1.87498 2.82544 -0.0161 -0.0379 0.0098 0.71
I -6.54718 2.28471 0.70684 -0.0689 -0.0156 0.0085 0.11
C -4.53629 2.68311 1.00026 0.1197 0.1687 -0.0122 -1.04
C -4.07317 3.97518 1.20551 -0.0501 -0.0961 -0.0164 -0.22
C -2.70997 4.17045 1.36166 0.0088 -0.0739 -0.0061 -1.02
C -1.86436 3.07927 1.28537 0.2016 0.0862 -0.0321 -0.23
N -2.31171 1.84292 1.07436 -0.0308 -0.7180 0.3320 -0.08
C -3.62037 1.64471 0.96118 -0.2611 -0.2203 -0.0334 0.24
H -4.76002 4.80904 1.24440 -0.0192 0.0157 0.0045 0.45
H -2.30361 5.15545 1.53688 0.0081 0.0398 0.0044 0.52
H -0.79164 3.19522 1.37920 -0.0059 0.0083 0.0009 0.21
H -3.94462 0.61921 0.83418 -0.0118 0.0174 -0.0125 0.45
```
Forces are in eV/Å.

Summary:
**Spin multiplicity**: 1
**Electronic energy**: -4466.30393 Eh
**Total charge**: +1
**Orbital gap**: 7.43 eV
**Energy relative to the best compared isomer or geometry (same formula, charge and spin)**: 90.8 kJ/mol
**HOMO energy**: -10.96 eV